[1]
ORCA calculation (the ωB97M-V functional and the def2-TZVPD basis) on a cluster of 15 separate species, C67H157N11O9 in total at a distorted geometry.

Atoms and positions in Å:
C  1.04  4.33  -1.88
C  1.24  4.34  -0.34
C  -0.17  4.30  0.18
O  -1.00  3.77  -0.90
C  -0.17  3.44  -1.99
H  1.89  3.94  -2.45
H  0.81  5.33  -2.26
H  1.78  5.22  0.02
H  1.82  3.48  0.00
H  -0.57  5.28  0.42
H  -0.21  3.66  1.07
H  -0.73  3.65  -2.90
H  0.20  2.40  -1.98
C  2.98  2.06  -4.99
C  2.27  0.65  -5.17
C  0.78  1.08  -5.36
O  0.71  2.47  -5.14
C  1.95  3.00  -5.51
H  3.93  2.15  -5.53
H  3.18  2.23  -3.93
H  2.42  -0.02  -4.32
H  2.68  0.10  -6.03
H  0.09  0.71  -4.60
H  0.50  0.70  -6.35
H  1.96  3.99  -5.06
H  2.11  3.11  -6.59
C  -2.87  -4.02  1.47
C  -3.39  -5.48  1.44
C  -4.74  -5.28  2.05
O  -4.58  -4.27  3.09
C  -3.30  -3.58  2.85
H  -3.33  -3.35  0.75
H  -1.78  -3.93  1.37
H  -2.76  -6.06  2.11
H  -3.41  -5.93  0.45
H  -5.15  -6.15  2.56
H  -5.48  -4.85  1.36
H  -2.60  -3.97  3.58
H  -3.47  -2.52  3.01
C  4.84  5.55  -1.17
C  6.16  6.37  -1.26
C  7.18  5.39  -0.78
O  6.53  4.52  0.20
C  5.13  4.70  0.09
H  4.76  4.87  -2.03
H  3.94  6.16  -1.14
H  6.05  7.18  -0.56
H  6.29  6.69  -2.29
H  7.97  5.83  -0.18
H  7.51  4.77  -1.61
H  4.69  5.09  1.02
H  4.73  3.68  0.07
C  0.04  -1.31  2.19
C  -0.52  -0.95  0.84
N  0.47  -0.78  -0.23
C  1.21  0.49  0.05
C  2.58  0.53  -0.67
C  -0.20  -0.70  -1.54
C  -0.60  -2.09  -2.04
H  0.66  -2.21  2.20
H  -0.83  -1.53  2.82
H  0.62  -0.50  2.63
H  -1.11  -1.75  0.42
H  -1.12  -0.03  0.95
H  0.54  1.32  -0.20
H  1.40  0.44  1.12
H  3.05  1.47  -0.40
H  3.17  -0.35  -0.40
H  2.41  0.51  -1.74
H  0.52  -0.21  -2.20
H  -1.13  -0.13  -1.46
H  -1.04  -1.96  -3.03
H  -1.34  -2.62  -1.43
H  0.27  -2.75  -2.06
C  5.21  -0.78  6.75
C  3.96  -0.18  6.11
N  2.95  -1.18  5.81
C  3.47  -2.16  4.82
C  3.93  -1.60  3.51
C  1.70  -0.62  5.36
C  1.03  0.25  6.34
H  5.87  0.02  7.09
H  5.69  -1.41  6.01
H  4.85  -1.29  7.64
H  3.43  0.51  6.77
H  4.27  0.42  5.26
H  4.29  -2.70  5.31
H  2.68  -2.88  4.60
H  4.79  -0.97  3.71
H  4.31  -2.28  2.76
H  3.12  -1.01  3.09
H  1.21  -1.54  5.07
H  1.79  -0.06  4.41
H  1.56  1.18  6.49
H  0.96  -0.25  7.31
H  0.04  0.49  5.96
C  -2.84  0.19  -5.15
C  -3.51  1.52  -5.32
N  -4.74  1.69  -4.54
C  -5.15  3.07  -4.27
C  -5.38  3.94  -5.53
C  -5.84  0.90  -5.12
C  -7.01  0.71  -4.19
H  -3.57  -0.58  -5.34
H  -2.40  0.08  -4.16
H  -2.07  0.11  -5.92
H  -2.85  2.31  -4.99
H  -3.73  1.75  -6.37
H  -6.01  3.07  -3.60
H  -4.26  3.46  -3.77
H  -4.61  4.00  -6.31
H  -6.31  3.62  -6.03
H  -5.60  4.95  -5.17
H  -5.40  -0.04  -5.46
H  -6.25  1.36  -6.03
H  -7.63  1.61  -4.07
H  -6.70  0.39  -3.19
H  -7.70  -0.09  -4.47
C  2.24  6.33  4.01
C  2.88  5.13  4.81
N  1.99  4.01  5.05
C  1.59  3.33  3.83
C  2.78  2.72  3.10
C  0.94  4.21  6.04
C  1.53  4.57  7.41
H  3.01  7.11  4.02
H  1.40  6.80  4.53
H  2.01  6.23  2.96
H  3.74  4.75  4.25
H  3.30  5.47  5.76
H  0.99  2.49  4.20
H  1.05  3.89  3.06
H  3.42  2.18  3.80
H  2.44  1.99  2.35
H  3.36  3.48  2.58
H  0.49  3.23  6.20
H  0.16  4.89  5.68
H  2.19  3.79  7.79
H  0.71  4.62  8.12
H  1.94  5.56  7.25
C  1.80  -7.02  -3.92
C  0.34  -6.64  -4.04
N  -0.49  -7.39  -3.15
C  -1.84  -6.89  -3.09
C  -1.96  -5.54  -2.38
C  -0.41  -8.83  -3.24
C  -0.77  -9.45  -4.61
H  1.95  -8.05  -4.22
H  2.14  -6.91  -2.89
H  2.37  -6.35  -4.57
H  0.21  -5.59  -3.79
H  -0.05  -6.70  -5.07
H  -2.28  -6.76  -4.08
H  -2.41  -7.61  -2.49
H  -3.00  -5.23  -2.22
H  -1.36  -5.51  -1.47
H  -1.53  -4.77  -3.02
H  -1.00  -9.32  -2.46
H  0.60  -9.17  -2.99
H  -0.62  -10.53  -4.52
H  -0.27  -9.01  -5.47
H  -1.85  -9.38  -4.75
C  -6.07  -0.12  6.40
C  -5.16  1.10  6.04
N  -3.92  1.13  6.80
C  -3.10  -0.08  6.67
C  -2.77  -0.55  5.28
C  -3.16  2.33  6.44
C  -3.78  3.62  6.85
H  -7.02  -0.10  5.86
H  -6.42  -0.09  7.43
H  -5.62  -1.08  6.14
H  -4.93  1.09  4.96
H  -5.69  2.01  6.29
H  -2.18  0.19  7.19
H  -3.62  -0.87  7.19
H  -2.06  -1.36  5.20
H  -3.65  -0.76  4.68
H  -2.35  0.25  4.66
H  -2.78  2.31  5.40
H  -2.23  2.21  7.01
H  -3.26  4.41  6.32
H  -3.71  3.81  7.91
H  -4.83  3.58  6.55
C  -4.27  -1.80  -2.50
C  -4.05  -0.78  -1.43
O  -4.01  -1.10  -0.24
N  -3.88  0.51  -1.85
C  -3.59  1.62  -0.99
H  -3.29  -2.22  -2.65
H  -4.69  -1.39  -3.42
H  -4.99  -2.55  -2.19
H  -4.17  0.75  -2.80
H  -2.99  1.20  -0.18
H  -4.49  2.15  -0.65
H  -2.95  2.27  -1.57
C  1.28  -4.50  0.29
C  2.45  -4.46  -0.65
O  3.10  -5.45  -0.88
N  2.73  -3.23  -1.19
C  3.75  -2.92  -2.16
H  1.53  -4.21  1.31
H  0.87  -5.51  0.32
H  0.49  -3.82  -0.02
H  2.10  -2.48  -0.89
H  3.26  -2.72  -3.12
H  4.26  -3.88  -2.26
H  4.48  -2.14  -1.92
C  -2.42  3.92  3.43
C  -2.69  2.57  2.78
O  -1.80  1.89  2.31
N  -3.99  2.20  2.79
C  -4.51  0.94  2.19
H  -2.11  4.55  2.60
H  -1.52  3.72  4.02
H  -3.21  4.36  4.03
H  -4.64  2.84  3.22
H  -3.61  0.35  2.00
H  -4.99  0.97  1.21
H  -5.13  0.41  2.92
C  1.67  -2.92  -5.89
C  0.71  -2.82  -7.04
O  -0.04  -1.86  -7.20
N  0.76  -3.85  -7.97
C  -0.20  -3.96  -9.08
H  1.02  -2.82  -5.02
H  2.29  -2.04  -5.87
H  2.27  -3.82  -5.83
H  1.34  -4.65  -7.82
H  -0.94  -3.24  -8.75
H  -0.65  -4.96  -9.06
H  0.31  -3.71  -10.00
C  5.69  0.40  -3.09
C  6.13  1.65  -2.39
O  6.30  2.71  -2.99
N  6.28  1.61  -1.02
C  6.23  0.46  -0.15
H  6.42  -0.41  -2.98
H  5.59  0.62  -4.14
H  4.81  -0.06  -2.64
H  6.60  2.51  -0.64
H  5.98  -0.43  -0.73
H  5.50  0.51  0.66
H  7.20  0.23  0.29

As for the total charge: 0. For the total energy, the calculation gives -106842.7674 eV. The value obtained for the LUMO energy is 0.509 eV. The value obtained for the highest occupied orbital energy is -8.2 eV. The calculation puts the molar mass at 1261.06 g mol⁻¹.

[2]
ORCA calculation (the ωB97M-V functional and the def2-TZVPD basis) on a structure of composition C17H23CrF6IN3O8S3Sb.

Atoms and positions in Å:
Cr  -0.83  0.23  0.05
F  -3.34  -3.62  -1.41
C  -2.51  -3.34  -2.41
F  -3.13  -3.53  -3.56
F  -1.46  -4.14  -2.34
S  -1.92  -1.60  -2.30
O  -1.27  -1.54  -0.99
O  -1.11  -1.39  -3.45
N  -3.27  -0.79  -2.36
S  -3.81  0.21  -1.30
O  -2.75  0.83  -0.48
O  -4.77  1.09  -1.86
C  -4.70  -0.79  -0.02
F  -3.85  -1.61  0.58
F  -5.68  -1.48  -0.58
F  -5.20  0.05  0.88
O  -2.19  -2.25  4.06
S  -1.29  -1.14  3.93
O  -1.63  0.08  4.62
N  -0.97  -0.80  2.37
C  0.31  -0.96  2.09
O  0.78  -0.66  0.96
C  1.14  -1.48  3.21
C  2.49  -1.78  3.22
C  3.04  -2.23  4.42
C  2.25  -2.36  5.56
C  0.90  -2.06  5.54
C  0.37  -1.62  4.35
H  3.09  -1.67  2.33
H  4.09  -2.47  4.47
H  2.71  -2.71  6.48
H  0.28  -2.16  6.43
C  1.58  0.90  -5.19
C  0.51  1.51  -4.29
Sb  0.84  1.27  -2.17
C  1.88  3.10  -1.77
C  3.05  3.39  -2.72
C  2.54  -0.04  -2.16
C  2.16  -1.51  -2.21
H  1.33  1.05  -6.24
H  1.68  -0.17  -5.02
H  2.56  1.35  -5.02
H  -0.46  1.06  -4.49
H  0.41  2.58  -4.46
H  2.22  3.04  -0.74
H  1.14  3.90  -1.81
H  3.81  2.61  -2.66
H  3.53  4.34  -2.47
H  2.71  3.46  -3.75
H  3.08  0.19  -1.24
H  3.19  0.23  -3.00
H  1.55  -1.79  -1.35
H  3.06  -2.15  -2.19
H  1.60  -1.76  -3.11
N  -2.42  1.99  2.46
C  -1.11  2.18  2.26
O  -0.55  1.92  1.19
C  -0.37  2.80  3.42
I  1.71  2.43  3.36
H  -2.96  1.56  1.73
H  -2.77  1.94  3.40
H  -0.75  2.39  4.35
H  -0.52  3.88  3.40

As for the total charge: 0. For the total energy, the calculation gives -130724.3263 eV. The value obtained for the LUMO energy (spin up / spin down) is 0.038 / 0.020 eV. The value obtained for the highest occupied orbital energy (spin up / spin down) is -7.8 / -9.0 eV. The energy above the lowest of the compared OMol25 structures with the same formula, charge and spin comes out at 0.000 eV. The calculation puts the molar mass at 908.23 g mol⁻¹. The expectation value of S² is 6.007. Its spin multiplicity is 5.

[3]
ORCA calculation (the ωB97M-V functional and the def2-TZVPD basis) on a structure of composition C53H41F9NP3TeW.

Atoms and positions in Å:
W  -1.05  0.43  0.47
C  -0.46  3.68  1.83
N  0.01  3.08  3.06
C  -0.89  2.11  3.67
P  -0.65  0.44  2.92
C  0.95  -0.08  3.55
C  2.07  -0.17  2.74
C  3.29  -0.53  3.29
C  3.39  -0.81  4.64
C  2.26  -0.72  5.46
C  1.04  -0.36  4.92
C  -1.94  -0.64  3.59
C  -1.96  -1.96  3.13
C  -2.93  -2.84  3.58
C  -3.88  -2.40  4.50
C  -3.86  -1.10  4.96
C  -2.89  -0.21  4.51
C  0.56  4.01  4.02
C  -0.12  5.17  4.37
C  0.44  6.03  5.30
C  1.65  5.72  5.89
C  2.32  4.56  5.55
C  1.78  3.70  4.61
P  0.03  2.68  0.35
C  1.84  2.66  0.34
C  2.56  3.55  1.15
C  3.94  3.57  1.09
C  4.62  2.73  0.22
C  3.91  1.85  -0.59
C  2.53  1.82  -0.53
C  -0.53  3.62  -1.08
C  -1.89  3.89  -1.25
C  -2.34  4.61  -2.34
C  -1.43  5.06  -3.29
C  -0.08  4.79  -3.14
C  0.38  4.08  -2.04
H  0.00  4.66  1.70
H  -1.55  3.84  1.79
H  -1.94  2.41  3.66
H  -0.59  1.99  4.72
H  2.00  0.06  1.68
H  4.17  -0.59  2.65
H  4.34  -1.09  5.07
H  2.34  -0.95  6.51
H  0.17  -0.32  5.56
H  -1.20  -2.31  2.44
H  -2.93  -3.86  3.24
H  -4.63  -3.09  4.86
H  -4.59  -0.76  5.69
H  -2.89  0.80  4.89
H  -1.07  5.41  3.91
H  -0.08  6.94  5.57
H  2.08  6.39  6.62
H  3.27  4.32  6.01
H  2.28  2.78  4.32
H  2.06  4.21  1.84
H  4.49  4.26  1.72
H  5.70  2.75  0.17
H  4.43  1.20  -1.28
H  1.98  1.14  -1.18
H  -2.63  3.54  -0.53
H  -3.39  4.83  -2.45
H  -1.77  5.61  -4.15
H  0.63  5.14  -3.87
H  1.43  3.89  -1.93
Te  0.23  -1.24  -0.80
F  -5.11  -6.23  -2.41
C  -5.47  -5.80  -1.19
F  -4.99  -6.67  -0.29
F  -6.81  -5.83  -1.12
C  -4.94  -4.41  -0.95
C  -3.69  -4.24  -0.37
C  -3.18  -2.97  -0.19
C  -3.93  -1.86  -0.58
C  -5.18  -2.03  -1.17
C  -5.69  -3.31  -1.35
P  -3.35  -0.17  -0.33
C  -3.79  0.81  -1.78
C  -4.95  1.59  -1.78
C  -5.25  2.38  -2.88
C  -4.38  2.40  -3.97
C  -3.23  1.62  -3.97
C  -2.93  0.83  -2.88
C  -4.65  3.28  -5.16
F  -3.55  3.97  -5.51
F  -5.63  4.16  -4.92
F  -5.02  2.55  -6.22
C  -4.26  0.53  1.06
C  -3.80  1.77  1.50
C  -4.39  2.40  2.58
C  -5.44  1.77  3.23
C  -5.90  0.54  2.81
C  -5.32  -0.09  1.72
C  -6.02  2.43  4.46
F  -5.18  2.28  5.50
F  -7.20  1.90  4.81
F  -6.19  3.75  4.27
H  -3.11  -5.11  -0.07
H  -2.21  -2.83  0.26
H  -5.76  -1.18  -1.50
H  -6.66  -3.45  -1.81
H  -5.62  1.60  -0.93
H  -6.14  2.99  -2.89
H  -2.56  1.64  -4.82
H  -2.02  0.23  -2.87
H  -3.01  2.30  0.96
H  -4.05  3.38  2.91
H  -6.72  0.06  3.33
H  -5.67  -1.06  1.40

As for the total charge: +2. For the total energy, the calculation gives -118547.7969 eV. The value obtained for the LUMO energy (spin up / spin down) is -6.777 / -6.633 eV. The value obtained for the highest occupied orbital energy (spin up / spin down) is -13.2 / -13.6 eV. The energy above the lowest of the compared OMol25 structures with the same formula, charge and spin comes out at 0.000 eV. The calculation puts the molar mass at 1267.26 g mol⁻¹. The expectation value of S² is 2.087. Its spin multiplicity is 3.

[4]
ORCA calculation (the ωB97M-V functional and the def2-TZVPD basis) on the ion C19H27N2O2 with charge +1 at a distorted geometry.

Atoms and positions in Å:
C  -4.09  0.57  1.86
C  -3.41  -0.31  2.82
H  -3.22  0.15  3.70
H  -3.93  -1.15  2.98
O  -2.11  -0.60  2.18
C  -0.87  -0.10  2.09
C  0.32  -0.83  1.56
C  1.33  0.05  1.33
C  2.50  -0.56  0.72
C  3.68  0.07  0.75
C  3.72  1.28  1.01
C  2.69  2.02  1.62
C  1.53  1.43  2.01
C  0.29  1.80  2.43
C  -0.88  1.34  2.53
H  -1.58  1.62  3.00
H  0.53  2.88  3.01
H  2.85  2.91  2.19
H  4.56  1.89  1.09
H  4.58  -0.53  0.21
H  2.48  -1.56  0.36
C  0.07  -2.32  0.92
N  -0.22  -2.32  -0.52
H  0.18  -3.31  -0.84
C  -1.70  -1.70  -1.12
H  -2.03  -1.15  -0.23
H  -2.07  -2.66  -0.87
C  -1.41  -1.27  -2.43
N  0.04  -0.49  -2.23
C  0.78  -0.46  -3.36
H  0.94  -1.43  -3.76
H  0.21  0.17  -4.30
C  1.98  0.38  -3.16
O  1.78  1.81  -2.75
C  0.97  1.80  -1.64
H  0.53  2.71  -1.59
C  -0.47  1.13  -1.86
H  -0.86  0.72  -0.87
H  -1.01  1.42  -2.66
H  1.51  1.26  -0.97
H  2.68  0.33  -3.92
H  2.74  -0.28  -2.44
H  0.49  -1.45  -0.98
H  -2.03  -0.64  -2.59
H  -1.08  -1.97  -3.20
H  -0.97  -2.60  1.66
H  0.89  -2.74  1.46
H  -4.97  1.00  2.54
H  -3.61  1.59  1.47
H  -4.32  0.10  0.78

As for the total charge: +1. For the total energy, the calculation gives -27194.6814 eV. The value obtained for the LUMO energy is -2.679 eV. As for the structure (SMILES): CCOc1ccc2ccccc2c1C[NH2+]CCN1CCOCC1. The value obtained for the highest occupied orbital energy is -10.4 eV. The energy above the lowest of the compared OMol25 structures with the same formula, charge and spin comes out at 15.819 eV. The calculation puts the molar mass at 315.44 g mol⁻¹.

[5]
ORCA calculation (the ωB97M-V functional and the def2-TZVPD basis) on a cluster of 4 separate species, C4H15N2OS in total at a distorted geometry.

Atoms and positions in Å:
N  -1.05  -0.53  -1.66
C  -1.84  -0.02  -0.51
C  -1.54  -1.06  0.78
S  0.16  -1.54  0.69
C  -1.41  1.34  -0.15
N  0.02  1.69  -0.02
C  0.54  1.66  1.36
H  7.49  -0.91  0.46
H  -0.57  -1.41  -1.50
H  -1.45  -0.62  -2.61
H  -2.94  -0.26  -0.56
H  -1.94  -0.67  1.71
H  -2.31  -1.84  0.59
H  7.95  -0.70  1.14
H  -1.74  1.97  -1.01
H  -1.73  2.05  0.63
H  0.52  1.00  -0.59
H  1.64  1.52  1.30
H  0.05  0.96  2.08
H  0.33  2.68  1.76
H  2.04  -0.41  -0.65
H  3.31  -0.12  -1.34
O  2.42  0.26  -1.22

As for the total charge: +1. For the total energy, the calculation gives -20241.2885 eV. The value obtained for the LUMO energy is -8.497 eV. The value obtained for the highest occupied orbital energy is -13.9 eV. The energy above the lowest of the compared OMol25 structures with the same formula, charge and spin comes out at 7.068 eV. The calculation puts the molar mass at 139.24 g mol⁻¹.